Record 1
Molecular formula: C25H21BHgN12S
Method: DFT, ωB97M-V with the def2-TZVPD basis set

## Properties
Multiplicity: 1
Calculated total energy (Ha): -2198.9061
Energy relative to the best compared isomer or geometry (same formula, charge and spin) (kJ/mol): 3.0

Last column: natural (NBO) charge in e.
Element x y z (Å)
Hg -1.53799 -0.93426 -1.09756  1.479
C 0.73446 2.99364 -1.40163  -0.344
C 0.29842 1.78595 -1.94732  -0.026
N -0.68252 1.27340 -1.21330  -0.398
N -0.90223 2.12476 -0.19506  -0.341
C -0.04880 3.16199 -0.27830  -0.016
B -1.96020 1.79744 0.90641  0.940
N -1.43164 0.57266 1.70851  -0.343
C -0.89501 0.53286 2.94295  0.016
C -0.54907 -0.77203 3.23118  -0.353
C -0.89716 -1.48547 2.08755  -0.001
N -1.41707 -0.67475 1.17680  -0.407
N -3.31718 1.45375 0.21550  -0.351
C -4.44652 2.19614 0.20160  -0.019
C -5.37649 1.55836 -0.58884  -0.344
C -4.72344 0.40474 -1.03060  -0.031
N -3.49712 0.35002 -0.53451  -0.384
N -2.18519 3.04174 1.76401  -0.383
C -2.42903 4.29439 1.29135  -0.052
C -2.83938 5.07517 2.34035  -0.354
C -2.83434 4.19760 3.44059  -0.050
N -2.44856 2.98705 3.08726  -0.276
H 1.50739 3.64325 -1.77381  0.231
H 0.64973 1.27216 -2.82795  0.217
H -0.05511 3.95227 0.45251  0.232
H -0.80869 1.42033 3.53737  0.251
H -0.10530 -1.14568 4.13671  0.232
H -0.78751 -2.53823 1.88256  0.218
H -4.52743 3.11853 0.74721  0.228
H -6.37645 1.88156 -0.81880  0.229
H -5.09220 -0.38535 -1.66563  0.220
H -2.31076 4.53794 0.24790  0.228
H -3.11389 6.11550 2.31863  0.230
H -3.09502 4.40020 4.46697  0.209
N 3.40331 -2.31230 -0.77607  -0.603
C 4.22015 -1.16773 -0.70799  0.109
C 5.43264 -1.14776 -1.37923  -0.229
C 6.27238 -0.04533 -1.27757  -0.203
C 5.88418 1.05919 -0.54279  -0.218
C 4.64891 1.05812 0.09793  -0.233
C 3.83242 -0.05511 0.03507  -0.141
S 2.28289 -0.09739 0.90726  0.471
N 1.46881 -1.36123 0.17320  -0.634
C 2.05785 -2.28561 -0.46794  0.407
C 1.28051 -3.49894 -0.82906  0.153
C 1.90290 -4.74560 -0.80795  -0.250
C 1.14769 -5.87921 -1.05771  -0.156
C -0.19494 -5.73448 -1.35041  -0.244
C -0.72630 -4.45364 -1.37428  0.058
N -0.01926 -3.36192 -1.10946  -0.432
H 3.70426 -3.01038 -1.43389  0.403
H 5.71952 -2.00209 -1.98238  0.209
H 7.22610 -0.05633 -1.78813  0.218
H 6.53059 1.92341 -0.47297  0.219
H 4.32630 1.91993 0.66956  0.222
H 2.94571 -4.84694 -0.53858  0.221
H 1.60828 -6.85741 -1.01851  0.223
H -0.82206 -6.58955 -1.55936  0.229
H -1.76209 -4.28452 -1.64812  0.221
N -2.65125 -2.47928 -3.73352  -0.462
C -2.21821 -1.89550 -2.83771  -0.247

***

Record 2
Molecular formula: C25H21BrClCoIN3O3
Method: DFT, ωB97M-V with the def2-TZVPD basis set

## Properties
Multiplicity: 5
Calculated total energy (Ha): -6069.9141
Energy relative to the best compared isomer or geometry (same formula, charge and spin) (kJ/mol): 0.0

Last column: Mulliken spin population.
Element x y z (Å)
Co -0.06845 -0.75927 0.43714  2.743
Cl 4.85738 2.06407 4.56528  0.050
C 3.95305 0.96057 3.61059  0.283
C 4.50968 -0.26516 3.29688  -0.111
C 3.83667 -1.19472 2.52210  0.254
I 4.67305 -3.00170 2.06275  0.047
C 2.51883 -0.90054 2.00523  0.103
O 1.86114 -1.66772 1.29853  0.308
C 1.95207 0.41431 2.37017  0.071
N 0.72289 0.63658 1.88965  0.015
C 0.12878 1.79046 2.16823  0.024
C 0.74700 2.77331 2.94565  -0.035
C 2.00803 2.55435 3.44686  0.067
C 2.64590 1.33734 3.16099  -0.038
H 5.49881 -0.48577 3.67115  0.000
H -0.86249 1.90313 1.74905  0.007
H 0.22528 3.69947 3.13926  -0.001
H 2.50417 3.30153 4.04936  0.008
N -1.95665 -4.43275 0.73153  0.001
C -2.38639 -3.95127 1.94268  0.005
C -1.71155 -2.78902 2.13667  0.004
N -0.88827 -2.55714 1.06395  0.036
C -1.06481 -3.55825 0.23602  0.007
H -2.28475 -5.25870 0.26528  0.000
H -3.11867 -4.46617 2.53572  0.000
H -1.79061 -2.08952 2.94901  0.001
H -0.59723 -3.65838 -0.72817  -0.004
C 1.95753 -1.47180 -4.54048  0.001
C 2.33649 -0.33608 -3.58307  -0.003
C 1.99893 1.01129 -4.23441  0.002
C 3.84137 -0.39851 -3.29264  0.001
C 1.58518 -0.47834 -2.32948  -0.010
C 0.95930 -0.59961 -1.29297  0.084
H 2.50917 -1.37312 -5.47679  0.000
H 0.89019 -1.45073 -4.76007  0.000
H 2.19150 -2.44079 -4.09940  0.000
H 2.54768 1.12951 -5.17043  0.000
H 2.26129 1.83487 -3.57041  0.000
H 0.93160 1.07776 -4.44348  0.000
H 4.41113 -0.30325 -4.21874  0.000
H 4.10080 -1.34529 -2.81888  0.000
H 4.13662 0.40626 -2.61910  0.000
Br -3.84810 5.18577 -0.18916  0.000
C -4.42828 3.37698 -0.24207  -0.001
C -5.76891 3.10148 -0.44840  0.001
C -6.17837 1.77647 -0.49364  0.000
C -5.26075 0.75228 -0.33232  -0.001
C -3.91931 1.04370 -0.11353  0.003
C -3.50068 2.36690 -0.07446  0.001
C -2.92442 -0.08607 0.06841  0.010
O -3.26231 -1.23419 -0.19247  0.008
O -1.76926 0.29410 0.48860  0.063
H -6.47766 3.90727 -0.57624  0.000
H -7.22271 1.54958 -0.65879  0.000
H -5.55668 -0.28621 -0.37527  0.000
H -2.45420 2.59073 0.06812  -0.001

***

Record 3
Molecular formula: C25H21Cl2F6N2O7PPdS2
Method: DFT, ωB97M-V with the def2-TZVPD basis set

## Properties
Charge: -2
Multiplicity: 1
Calculated total energy (Ha): -4386.1906
Energy relative to the best compared isomer or geometry (same formula, charge and spin) (kJ/mol): 684.0

Last column: natural (NBO) charge in e.
Element x y z (Å)
Pd -1.33065 0.65460 -0.22113  0.139
O 4.34139 2.97034 0.73223  -0.540
C 3.38445 2.37990 0.81581  0.541
O 0.91307 0.36756 -0.23711  -0.869
C 2.59428 -1.78088 3.28251  -0.657
P 0.97392 -1.16026 3.01992  0.924
C 1.19991 0.62517 3.52079  -0.252
C 0.22667 1.53773 3.09822  -0.219
C 0.39978 2.90201 3.25818  -0.198
C 1.55816 3.39318 3.84991  -0.238
C 2.53529 2.50731 4.27486  -0.239
C 2.36172 1.13663 4.10311  -0.264
C -0.44186 -1.57846 4.08043  -0.327
C -0.30704 -2.18971 5.32318  -0.135
C -1.43077 -2.50612 6.07306  -0.249
C -2.69746 -2.22237 5.58087  -0.232
C -2.83542 -1.61931 4.33819  -0.199
C -1.71338 -1.29605 3.58852  -0.196
H 3.49089 -1.12346 3.13591  0.222
H 3.18997 -0.66937 2.08252  0.051
H -0.66446 1.18114 2.59120  0.233
H -0.35942 3.58022 2.88915  0.219
H 1.70328 4.46157 3.96055  0.197
H 3.44685 2.87999 4.72976  0.192
H 3.13151 0.45730 4.44657  0.203
H 0.68225 -2.42175 5.69897  0.199
H -1.31622 -2.98647 7.03813  0.193
H -3.57599 -2.48397 6.15956  0.194
H -3.81685 -1.40811 3.93186  0.211
H -1.83773 -0.85919 2.60563  0.256
F -0.47596 1.73329 -2.96862  -0.299
C -0.86917 2.98674 -3.14699  0.708
F -1.81612 3.00420 -4.09526  -0.326
F 0.18111 3.68666 -3.61483  -0.334
S -1.47767 3.78260 -1.58556  2.278
O -0.50275 3.42612 -0.59628  -0.929
O -1.59052 5.16610 -1.96361  -0.957
N -2.92344 3.22487 -1.37660  -1.241
S -3.45067 1.78434 -0.99901  2.189
O -3.35097 0.75565 -2.02095  -0.953
O -3.52448 1.45231 0.41723  -0.939
C -5.22814 2.25674 -1.28788  0.690
F -5.46917 2.61077 -2.55882  -0.333
F -6.02604 1.20296 -1.01644  -0.344
F -5.64125 3.26695 -0.50525  -0.335
C -2.65406 -2.93783 -1.94186  -0.732
C -3.28942 -2.17109 -0.80753  0.608
C -4.75367 -1.83206 -0.92004  -0.719
O -2.63065 -1.83941 0.14856  -0.545
H -3.37839 -3.24794 -2.69561  0.188
H -2.11762 -3.79884 -1.54273  0.254
H -1.89767 -2.29643 -2.39774  0.260
H -5.33924 -2.75698 -0.94726  0.201
H -4.93066 -1.29084 -1.84976  0.243
H -5.05487 -1.21310 -0.07874  0.238
Cl 2.00496 -0.30686 0.57162  1.050
C 2.55592 -1.56514 -0.26491  -0.229
C 3.62051 -2.37497 0.28272  -0.331
C 3.64242 -3.10083 1.41223  -0.162
C 2.62101 -3.09869 2.52295  -0.362
C 1.13595 -3.36241 2.19499  -0.388
Cl 0.47122 -4.72276 3.20656  -0.118
C 0.76770 -3.67358 0.85370  0.266
N 0.41120 -3.94571 -0.21191  -0.399
H 4.41656 -2.55368 -0.43848  0.215
H 4.45695 -3.81147 1.51293  0.196
H 2.87573 -3.89579 3.22871  0.234

***

Record 4
Molecular formula: C25H21Cl3NORuSi
Method: DFT, ωB97M-V with the def2-TZVPD basis set

## Properties
Charge: +1
Multiplicity: 1
Calculated total energy (Ha): -2859.9771
Energy relative to the best compared isomer or geometry (same formula, charge and spin) (kJ/mol): 138.2

Last column: natural (NBO) charge in e.
Element x y z (Å)
Ru 0.14384 0.62367 0.74700  0.570
Cl 1.53875 -4.37927 -4.11256  0.041
C 1.23544 -3.44343 -2.69365  -0.051
C 1.08786 -2.07049 -2.80023  -0.238
C 0.84555 -1.36525 -1.63681  -0.124
Cl 0.63551 0.38878 -1.74589  0.123
C 0.73169 -1.94822 -0.36238  0.316
O 0.42184 -1.29338 0.74666  -0.649
C 0.89488 -3.34918 -0.31930  -0.092
Cl 0.71058 -4.15417 1.19115  0.057
C 1.14320 -4.08373 -1.46132  -0.221
H 1.15411 -1.56780 -3.75312  0.253
H 1.25347 -5.15576 -1.39271  0.256
C 4.53646 0.78347 0.46439  -0.246
C 4.86532 1.50161 1.60141  -0.114
C 3.85569 1.99850 2.40421  -0.218
C 2.53176 1.78111 2.04987  0.215
N 2.22178 1.09411 0.92459  -0.440
C 3.20049 0.59662 0.16550  0.086
C 1.36496 2.23420 2.81638  -0.117
C 1.43417 3.15970 3.84619  -0.168
C 0.26391 3.62052 4.43604  -0.173
C -0.96555 3.18001 3.98624  -0.194
C -1.03779 2.23312 2.96473  -0.222
C 0.12387 1.73794 2.37438  -0.119
H 5.29337 0.36747 -0.18257  0.244
H 5.90066 1.65903 1.86965  0.239
H 4.08974 2.53328 3.31177  0.236
H 2.89742 0.02643 -0.69887  0.216
H 2.38426 3.55205 4.18043  0.221
H 0.31773 4.34495 5.23671  0.231
H -1.87229 3.55979 4.43611  0.230
H -2.01237 1.89942 2.64207  0.209
C -2.45746 -0.18620 1.24178  -1.139
Si -1.98548 0.50526 -0.44256  1.680
C -2.38787 2.28726 -0.88436  -1.162
C -2.29917 -0.69986 -1.81999  -0.507
C -2.17267 -2.07643 -1.59412  -0.207
C -2.44654 -2.99626 -2.58907  -0.205
C -2.88032 -2.55534 -3.83167  -0.166
C -3.04187 -1.19841 -4.07036  -0.214
C -2.75302 -0.28175 -3.07374  -0.189
H -3.35043 0.36049 1.54853  0.279
H -1.74156 -0.11531 2.07129  0.286
H -2.67930 -1.24357 1.10815  0.282
H -3.43891 2.51204 -0.69376  0.269
H -2.19937 2.46972 -1.94259  0.261
H -1.79884 3.00054 -0.30705  0.262
H -1.85567 -2.44129 -0.62384  0.214
H -2.33097 -4.05392 -2.39621  0.230
H -3.10403 -3.27001 -4.61203  0.230
H -3.39170 -0.85428 -5.03364  0.229
H -2.87512 0.77220 -3.29082  0.212